(1)
21
Properties=species:S:1:pos:R:3:forces:R:3 method="wB97M-V/def2-TZVPD" multiplicity=1 largest_force_ev_per_a=5.918 e_lumo_ev=0.961 smiles="C=C(N)[C@H](N)N(C)C" de_lowest_kj_mol=273.16 gap_ha=0.31738
C 1.604 0.319 1.842 -0.0494 0.1509 -0.0114
C 0.473 -0.292 1.505 -1.9268 0.7985 -1.3305
N 0.070 -1.523 1.987 -0.2412 -0.2287 0.2906
C -0.650 0.375 0.234 2.3468 -2.0539 4.2908
N -1.728 -0.491 -0.059 -0.2016 0.3828 -0.4130
N 0.323 0.598 -0.721 -2.0497 3.4576 -4.3430
C -0.541 1.618 -1.865 2.2981 -2.0259 1.3929
C 0.802 -0.575 -1.438 -0.2181 0.2433 -0.0740
H 1.975 1.150 1.268 -0.1172 0.2285 -0.0022
H 2.191 0.004 2.697 0.0846 -0.2331 -0.0942
H -0.920 -1.623 2.157 0.0290 -0.0178 -0.0733
H 0.631 -1.912 2.737 -0.0874 0.1324 -0.0813
H -1.007 1.306 0.678 0.0033 -0.1389 -0.1692
H -2.543 -0.379 0.525 0.1635 -0.4312 -0.1637
H -1.481 -1.410 -0.397 -0.3102 0.0308 0.4078
H 0.244 1.875 -2.570 -0.1140 0.1823 -0.0943
H -0.917 2.497 -1.347 0.1853 -0.1551 0.2102
H -1.349 1.078 -2.364 0.1624 -0.1526 0.2775
H 0.027 -1.016 -2.077 0.0660 -0.1392 -0.0419
H 1.640 -0.273 -2.065 -0.0221 -0.0579 -0.0502
H 1.157 -1.324 -0.730 -0.0014 0.0271 0.0724


(2)
21
Properties=species:S:1:pos:R:3:forces:R:3 method="wB97M-V/def2-TZVPD" multiplicity=1 largest_force_ev_per_a=3.320 e_lumo_ev=0.997 de_lowest_kj_mol=65.66 gap_ha=0.27415
C 0.609 -0.523 -3.001 0.1886 -0.0549 -0.1330
C 0.866 0.228 -1.707 -0.5408 -0.9558 0.3953
N 0.353 -0.603 -0.557 0.7484 0.4490 -1.7450
C 0.421 0.001 0.681 -2.6750 0.3790 1.9289
N 1.663 0.373 1.165 1.0203 0.3340 0.0852
C -0.647 0.161 1.518 0.1707 -0.7049 -1.8878
C -2.068 -0.193 1.164 0.2183 0.1611 0.0493
N -0.460 0.620 2.830 0.5154 0.1413 0.7660
H 1.090 -1.506 -2.984 -0.0652 0.1274 0.0479
H 1.017 0.035 -3.850 -0.1533 -0.0752 0.0700
H -0.463 -0.675 -3.161 0.0908 0.0607 -0.0306
H 0.389 1.212 -1.756 -0.0232 0.0395 0.1966
H 1.943 0.376 -1.591 -0.1001 -0.0074 0.0655
H -0.572 -0.969 -0.757 0.2916 0.1405 0.0586
H 2.336 0.479 0.420 0.1667 0.0649 0.2478
H 1.582 1.224 1.718 0.2882 -0.0976 -0.3067
H -2.759 0.568 1.548 0.0956 -0.0929 0.0031
H -2.345 -1.155 1.609 -0.1381 -0.0101 -0.0252
H -2.245 -0.250 0.087 0.0648 -0.0144 0.1091
H 0.463 0.332 3.162 -0.3870 0.0334 0.2133
H -1.173 0.267 3.462 0.2233 0.0825 -0.1083


(3)
21
Properties=species:S:1:pos:R:3:forces:R:3 method="wB97M-V/def2-TZVPD" multiplicity=1 largest_force_ev_per_a=0.454 e_lumo_ev=0.948 smiles="C=CN=C.NCCN" de_lowest_kj_mol=198.25 gap_ha=0.36435
C 2.425 2.054 1.930 0.2078 0.1192 -0.3397
C 1.462 1.198 2.241 0.3493 0.0710 0.0223
N 0.208 1.110 1.610 -0.1699 -0.1536 0.2575
C -0.610 2.044 1.854 0.3169 -0.1016 -0.1705
H 2.402 2.650 1.025 -0.3238 0.2458 0.2022
H 3.329 2.132 2.518 0.0462 -0.3324 -0.0468
H 1.638 0.448 3.005 -0.2494 0.0753 0.1446
H -1.613 1.984 1.445 -0.0504 0.1326 -0.1096
H -0.324 2.904 2.464 -0.1603 0.0090 0.0678
N -1.711 -1.061 0.062 -0.1439 0.0256 -0.0913
C -0.542 -1.079 -0.811 0.0086 0.0540 -0.1598
C -0.838 -1.885 -2.063 0.0410 -0.2351 0.2690
N 0.334 -1.917 -2.935 -0.1820 0.0908 0.2013
H -2.543 -0.850 -0.479 0.0128 0.0309 0.0095
H -1.615 -0.330 0.755 0.1247 -0.0871 0.0939
H 0.287 -1.553 -0.287 0.0580 0.0212 0.0520
H -0.198 -0.074 -1.099 -0.0412 -0.0080 -0.0067
H -1.067 -2.902 -1.743 -0.0016 -0.1217 -0.0648
H -1.752 -1.505 -2.541 0.0417 0.1613 -0.0756
H 0.119 -2.402 -3.796 0.0895 0.0850 -0.0653
H 0.609 -0.967 -3.155 0.0261 -0.0822 -0.1903


(4)
21
Properties=species:S:1:pos:R:3:forces:R:3 method="wB97M-V/def2-TZVPD" multiplicity=2 largest_force_ev_per_a=3.383 e_lumo_ev="-4.461 / -8.954" charge=+1 s_squared=0.788 de_lowest_kj_mol=214.61 gap_ha="0.30206 / 0.13689"
C 1.467 3.667 0.184 -0.2625 -0.5650 0.4191
C 1.037 2.219 -0.094 -0.5481 0.4603 -0.0499
C -1.052 1.666 -1.060 2.2590 0.9256 -0.1980
N 0.171 2.023 -1.241 -1.3484 -0.1464 -0.4471
H 2.193 3.600 0.999 -0.0067 0.1263 -0.0654
H 1.977 4.109 -0.671 -0.3568 0.1490 0.0008
H 0.620 4.233 0.573 0.1102 0.3410 -0.4230
H 0.476 1.844 0.762 0.4140 -0.1834 0.6968
H 1.981 1.723 -0.255 0.0635 -0.8249 -0.1026
H -1.432 1.505 -0.041 -0.3076 0.1178 -0.1725
H -1.692 1.598 -1.939 -0.0988 -0.1529 0.2756
C -1.105 -0.869 0.884 1.4074 -0.4595 1.6381
N -0.593 -2.250 1.126 -1.3947 -0.8344 -2.9673
C 0.042 -2.850 0.082 1.7320 1.1306 -0.0384
N 0.017 -4.142 -0.159 -0.1290 0.5489 0.7757
H -1.490 -0.500 1.824 -0.3928 0.0594 0.0150
H -0.277 -0.249 0.608 0.4650 0.2797 -0.3408
H -1.819 -0.920 0.094 -0.6932 -0.0328 -0.4619
H -1.303 -2.870 1.487 -0.1002 -0.4954 1.1104
H 0.672 -2.154 -0.511 -0.4657 -0.3148 0.2998
H 0.593 -4.333 -0.989 -0.3466 -0.1291 0.0356


(5)
21
Properties=species:S:1:pos:R:3:forces:R:3 method="wB97M-V/def2-TZVPD" multiplicity=1 largest_force_ev_per_a=5.223 e_lumo_ev=-7.132 smiles="C/[NH+]=C/N[C@@]1(C)C[NH2+]1" charge=+2 de_lowest_kj_mol=153.66 gap_ha=0.45041
C -3.133 0.131 0.430 0.2228 3.0046 0.0107
N -1.634 0.089 0.247 -0.8782 2.4832 2.5647
C -1.117 -0.715 -0.573 -0.3726 -2.6175 -2.2749
N 0.146 -0.922 -0.864 3.0429 3.5913 2.2625
C 1.227 0.094 -0.135 -0.8497 -2.7997 -2.2900
C 1.306 1.525 -0.515 -0.3032 -0.4540 -3.4946
C 1.562 -0.497 1.147 -0.7387 1.7614 2.3606
N 2.421 -0.842 0.007 1.6068 -1.8289 -1.0854
H -3.444 1.097 0.922 0.7056 -0.9432 -0.6069
H -3.539 -0.623 1.001 -0.0899 -1.9647 1.6462
H -3.673 0.070 -0.493 0.2860 0.1863 -0.9364
H -1.030 0.794 0.809 -1.5699 -1.6449 -1.2835
H -1.713 -1.446 -1.159 -0.4610 0.8726 0.6050
H 0.334 -1.299 -1.772 0.3800 -0.1530 -0.5083
H 0.290 1.827 -0.621 -1.0809 0.5572 0.3891
H 1.593 1.713 -1.619 0.2404 -0.5881 1.7588
H 1.799 2.202 0.133 0.7047 0.2667 0.8068
H 1.979 0.221 1.886 0.3699 -0.5812 -0.7888
H 0.793 -1.057 1.702 0.9433 -1.0720 -0.8074
H 3.443 -0.553 -0.071 -1.6340 0.3242 0.6005
H 2.392 -1.808 -0.462 -0.5242 1.5996 1.0714


(6)
22
Properties=species:S:1:pos:R:3:forces:R:3 method="wB97M-V/def2-TZVPD" multiplicity=1 largest_force_ev_per_a=3.263 e_lumo_ev="0.670 / 0.670" de_lowest_kj_mol=523.53 gap_ha="0.26115 / 0.26117"
C -0.194 -0.616 0.856 -1.2583 -0.2452 0.0099
C -0.849 0.266 1.883 0.1454 -0.0606 -0.2223
C -1.035 -1.670 0.182 0.2186 0.0472 0.0245
C -1.444 1.239 -1.455 -0.7652 -0.0139 0.3806
N 1.828 -0.002 -0.967 -1.0559 -1.8964 2.4370
N 3.035 0.435 -0.396 1.4896 1.0995 -0.8651
C 0.886 0.871 -1.179 -0.0242 -0.2769 -0.9148
O 0.935 -1.136 1.413 -0.2715 1.0278 -0.7087
N -0.335 0.763 -0.658 2.2376 -0.9753 0.1999
H 1.357 -1.728 0.775 0.1042 0.2051 -0.2732
H 3.743 -0.280 -0.513 -0.1695 0.0074 -0.1918
H 2.978 0.596 0.610 -0.5223 -0.2114 -0.2407
H 1.047 1.539 -2.031 -0.1824 1.1608 0.3979
H -2.015 -1.286 -0.080 -0.0060 0.0902 -0.1661
H -0.221 1.146 2.015 -0.1280 0.0104 0.1883
H -0.937 -0.284 2.824 0.1089 0.0550 -0.0572
H -1.841 0.561 1.556 -0.0126 0.1320 -0.0787
H -1.173 -2.502 0.882 0.0544 0.0440 -0.0289
H -0.513 -2.028 -0.705 -0.1151 -0.0442 -0.0216
H -2.141 1.812 -0.836 -0.0321 -0.0685 -0.0534
H -1.111 1.894 -2.270 0.1385 -0.1411 0.1836
H -2.001 0.410 -1.908 0.0459 0.0540 0.0007


(7)
22
Properties=species:S:1:pos:R:3:forces:R:3 method="wB97M-V/def2-TZVPD" multiplicity=1 largest_force_ev_per_a=1.861 e_lumo_ev=0.378 de_lowest_kj_mol=272.83 gap_ha=0.34990
H 1.032 2.392 -2.380 0.0708 -0.0807 0.1898
N 0.433 1.578 -2.514 -0.0175 0.0894 -0.6791
C 0.802 0.550 -1.853 -0.2448 0.3717 0.4873
N 1.790 0.443 -0.943 0.4833 0.0471 -0.1008
H 0.192 -0.343 -1.956 0.0536 -0.2093 -0.0046
H 1.734 -0.294 -0.240 -0.0878 0.0122 -0.0860
H 2.272 1.288 -0.673 -0.0549 -0.0613 -0.0524
C -0.409 -0.078 1.997 0.2429 -0.0882 0.0971
C 0.383 -1.137 2.134 -0.5734 0.1586 0.6382
N 1.268 -1.507 1.133 0.3876 -0.1788 -0.5965
C 1.912 -2.589 1.220 -0.0135 -0.1526 0.1401
H -0.407 0.536 1.110 0.0186 0.0719 -0.1914
H -1.073 0.215 2.792 -0.1560 -0.0668 0.1394
H 0.356 -1.759 3.030 0.0068 0.0387 -0.0044
H 1.821 -3.288 2.056 -0.0791 0.0714 0.0624
H 2.590 -2.854 0.421 0.1546 -0.0605 -0.1212
C -2.770 0.979 -0.801 -0.0798 -0.1117 -0.2723
O -1.606 1.721 -0.566 1.2285 0.5494 -1.0624
H -2.547 0.004 -1.253 -0.0931 0.0008 0.0175
H -3.256 0.809 0.161 -0.0200 0.0001 -0.0554
H -3.466 1.514 -1.458 -0.0532 -0.0808 0.0459
H -1.051 1.820 -1.418 -1.1735 -0.3205 1.4090


(8)
22
Properties=species:S:1:pos:R:3:forces:R:3 method="wB97M-V/def2-TZVPD" multiplicity=1 largest_force_ev_per_a=2.219 e_lumo_ev=0.877 smiles="C=CN(C)C.NC(N)=O" de_lowest_kj_mol=280.71 gap_ha=0.31915
C 0.269 -1.939 -0.672 -0.1561 0.0250 -0.0680
C -0.980 -1.497 -0.450 0.1046 0.0422 0.0189
N -1.515 -0.281 -0.801 -0.0155 0.0550 -0.0255
C -0.736 0.602 -1.649 -0.0188 -0.1165 0.0510
C -2.954 -0.196 -0.959 0.0524 -0.0205 -0.0270
H 0.570 -2.901 -0.285 -0.0457 -0.0296 0.0223
H 0.997 -1.385 -1.244 0.0221 0.0879 -0.0289
H -1.669 -2.122 0.110 -0.0147 -0.0044 -0.0213
H -1.247 1.561 -1.727 -0.0061 -0.0283 0.0048
H -0.607 0.191 -2.661 -0.0118 0.0012 0.0233
H 0.248 0.779 -1.214 -0.0171 -0.0224 -0.0144
H -3.281 0.834 -0.806 0.0172 -0.0476 -0.0137
H -3.288 -0.519 -1.956 0.0213 0.0199 0.0549
H -3.447 -0.823 -0.215 0.0368 0.0135 -0.0214
N 1.594 -0.107 1.737 0.4147 0.6507 0.7046
C 2.091 0.981 1.163 0.1025 0.3282 0.8069
N 2.685 1.595 2.453 0.4844 0.4572 -0.2394
O 2.097 1.499 0.074 0.1260 -0.1091 0.1693
H 2.024 0.400 2.814 -1.2793 -1.1892 -1.3684
H 1.013 -0.724 1.174 0.1047 -0.2447 0.3186
H 3.688 1.478 2.546 0.0555 0.1710 -0.3307
H 2.449 2.575 2.570 0.0229 -0.0393 -0.0160


(9)
23
Properties=species:S:1:pos:R:3:forces:R:3 method="wB97M-V/def2-TZVPD" multiplicity=1 largest_force_ev_per_a=2.912 e_lumo_ev=-0.610 de_lowest_kj_mol=282.33 gap_ha=0.22635
C 1.127 1.786 -0.613 0.7592 2.8089 0.1081
C 0.674 2.702 0.535 -1.0182 -2.3180 0.9790
C 2.189 2.503 -1.583 -0.6431 -1.0397 0.6821
O 2.773 3.476 -1.118 0.3142 0.5281 -0.2093
O 2.279 1.849 -2.639 0.2874 0.0850 -0.5412
H 1.779 0.963 -0.293 -0.6215 -0.3796 0.0898
H 0.280 1.668 -1.279 0.0354 -0.8612 0.0130
H 0.253 3.631 0.174 0.6696 0.4427 0.1195
H 1.361 2.689 1.377 0.6278 1.0703 -0.4561
H -0.171 2.220 1.080 -0.1958 0.0188 -0.4792
C -2.258 -2.731 1.086 -0.7649 0.7772 1.1888
C -0.468 -1.511 -0.051 0.3675 0.3277 -0.0057
N -1.753 -1.927 -0.013 1.3142 -1.0584 0.9197
N 0.459 -1.844 0.898 -0.9502 0.6943 0.3186
N -0.085 -0.746 -1.035 -0.5753 -0.5109 -0.9869
H -2.292 -1.864 -0.846 -0.3191 0.1465 -0.4360
H 0.026 -2.206 1.732 0.3489 -0.0367 0.1791
H 1.085 -1.065 1.119 0.0241 -0.4358 -0.2668
H -0.788 -0.637 -1.758 0.5835 0.5856 -0.0813
H 0.785 -0.187 -1.082 -0.5838 -0.3687 -0.0093
H -2.856 -2.086 1.745 0.1319 -0.0626 -0.0749
H -1.478 -3.139 1.721 0.1128 -0.1777 -0.2871
H -2.922 -3.545 0.842 0.0956 -0.2358 -0.7639


(10)
22
Properties=species:S:1:pos:R:3:forces:R:3 method="wB97M-V/def2-TZVPD" multiplicity=1 largest_force_ev_per_a=2.811 e_lumo_ev=-2.809 smiles="C=[P@@H]1CN2CN(C)[N@H+]1C2" charge=+1 de_lowest_kj_mol=188.41 gap_ha=0.37076
C 0.739 2.024 -2.000 -1.1279 0.7602 1.4040
P 0.509 1.759 -0.375 0.6433 -0.2377 -0.4637
C 1.718 0.785 0.851 -1.9024 1.3663 -1.4480
N 1.050 -0.337 1.346 -1.5528 -0.9070 1.3931
C 0.737 -1.310 0.338 -2.0637 -1.8406 0.5077
N -0.438 -0.757 -0.324 -0.2753 0.0920 -1.4799
C -1.520 -1.651 -0.676 -0.7899 -1.5340 -0.0461
N -0.836 0.403 0.415 -0.3168 -0.3196 -0.6943
C -0.370 0.076 1.781 0.9324 -2.1986 0.5958
H 1.448 1.466 -2.526 1.0020 -1.1202 -0.4689
H 0.106 2.628 -2.673 0.1862 -0.1271 0.9755
H -0.099 2.765 0.330 -0.3730 0.6484 0.0442
H 1.922 1.406 1.668 0.3652 1.4260 0.9643
H 2.573 0.672 0.274 1.6698 -0.9052 -0.8215
H 1.504 -1.568 -0.345 1.1275 0.4719 -0.6711
H 0.350 -2.329 0.663 0.9469 1.0571 0.8046
H -1.125 -2.370 -1.491 -0.8055 1.1986 1.3409
H -2.045 -2.325 0.191 1.4075 1.6628 -1.6519
H -2.261 -0.959 -1.119 -0.0733 -0.9643 -0.0441
H -1.804 0.613 0.095 0.6838 -0.0183 1.1378
H -0.796 -0.940 2.121 0.1277 1.8681 -0.3034
H -0.439 0.836 2.596 0.1882 -0.3788 -1.0751


(11)
22
Properties=species:S:1:pos:R:3:forces:R:3 method="wB97M-V/def2-TZVPD" multiplicity=1 largest_force_ev_per_a=5.372 e_lumo_ev=-4.314 charge=+1 de_lowest_kj_mol=348.08 gap_ha=0.25333
C -1.545 -1.865 0.037 -5.0358 -0.2621 -1.8524
N -1.767 -0.480 0.520 4.1292 1.1699 -2.7883
C -0.968 0.394 -0.068 -0.8024 2.1075 0.9528
C -1.220 1.868 0.159 -1.6017 -0.2253 3.8113
C 0.160 0.138 -0.963 0.6877 -1.5775 2.5973
C 1.492 0.439 -0.136 -1.5574 -0.4492 -1.2366
N 1.743 1.752 0.271 -0.2642 -1.2142 -0.9567
N 2.239 -0.464 0.286 1.1059 3.4112 0.8961
N 2.395 -1.716 0.180 0.7465 -2.7259 0.9677
H -1.732 -1.923 -1.152 0.2719 0.3337 2.8287
H -0.645 -2.350 0.222 1.7166 -0.2252 0.9696
H -2.406 -2.384 0.511 0.8482 -0.3903 -0.5003
H -2.380 -0.068 1.205 -0.6257 -0.8178 0.2279
H -1.705 2.378 -0.638 -0.9870 -0.1786 -0.8958
H -0.419 2.568 0.374 0.5573 -0.8609 0.0020
H -1.839 1.949 1.159 0.6333 0.1006 -2.0746
H -0.024 0.655 -1.810 -0.0094 2.7266 -2.6805
H 0.103 -0.834 -1.368 0.6065 -1.5645 0.0458
H 1.304 2.522 -0.181 0.2881 0.2839 0.1989
H 2.095 1.726 1.188 0.4882 1.0504 0.9807
H 3.213 -2.063 0.721 -1.2134 -0.0328 -1.2404
H 1.908 -2.242 -0.516 0.0176 -0.6595 -0.2535


(12)
23
Properties=species:S:1:pos:R:3:forces:R:3 method="wB97M-V/def2-TZVPD" multiplicity=1 largest_force_ev_per_a=4.802 e_lumo_ev="-4.494 / -4.790" charge=+1 de_lowest_kj_mol=586.15 gap_ha="0.31011 / 0.29796"
C -2.975 0.254 0.060 0.3983 -0.8467 -0.8466
C -0.369 0.303 -0.947 -1.4047 -0.7770 0.7039
C 1.781 0.926 -0.107 2.7843 -1.1542 2.4546
C 0.709 -1.065 1.040 -1.0802 0.9729 -0.4334
C 0.882 -0.293 -0.303 -2.2763 0.6874 -0.1995
N -2.367 1.472 -0.214 1.6759 -2.1835 -2.4356
N -2.046 -0.654 0.370 2.1930 -1.6986 -0.2240
N -2.324 -1.897 0.058 -0.5624 0.8921 -1.1460
N -0.912 1.566 -0.366 -0.9137 -3.1596 3.2389
O -4.144 -0.002 0.037 -0.9029 1.1360 -0.0815
H -0.796 0.082 -1.911 0.2056 -0.0507 -0.2074
H 1.445 1.294 0.916 0.8054 0.1549 -1.0689
H 1.674 1.701 -0.830 0.0226 0.4699 -0.6860
H 2.948 0.699 0.019 -2.6414 0.3595 -0.3025
H 0.476 -0.271 1.771 0.1914 -0.8577 0.3274
H 1.700 -1.453 1.136 0.5464 -0.4423 0.9207
H -0.067 -1.882 1.095 1.1337 1.0462 -0.3623
H 1.118 -1.070 -0.973 1.1532 -0.4620 -1.3499
H -2.865 2.147 0.199 -1.4775 4.2339 1.7174
H -3.129 -2.193 -0.464 -0.6635 0.8441 -0.6376
H -2.135 -2.575 0.706 1.2761 -1.7350 2.1555
H -0.390 1.452 0.558 -1.0290 1.3344 -0.7756
H -0.740 2.426 -0.823 0.5658 1.2361 -0.7617